Version 1
Here is a structure of composition C33H20Br2Cl5N2O2S3Y from the Open Molecules 2025 dataset. Energies are from ωB97M-V/def2-TZVPD.

Summary:
LUMO level ... 3.761 eV
Kohn-Sham gap ... 5.5 eV
HOMO level ... -1.78 eV

Structure (ORCA input):
```
! wB97M-V def2-TZVPD RIJCOSX def2/J DEFGRID3
* xyz -2 1
Y -0.215 1.298 -1.616
O 3.854 2.198 0.396
C 4.154 1.040 0.991
C 5.426 0.874 1.542
C 5.773 -0.314 2.166
C 4.869 -1.365 2.242
C 3.603 -1.199 1.689
C 3.226 -0.012 1.081
C 1.818 0.165 0.542
O 1.722 1.033 -0.494
N 1.001 0.705 1.669
N -0.199 1.170 1.337
C -1.026 1.473 2.264
C -2.313 2.104 1.994
Br -2.504 2.820 0.252
C -3.308 2.259 2.871
C -3.353 1.673 4.226
C -3.867 2.416 5.290
C -3.931 1.888 6.569
C -3.487 0.595 6.815
C -2.995 -0.166 5.762
C -2.937 0.364 4.481
H 2.979 2.046 -0.078
H 6.129 1.693 1.461
H 6.767 -0.424 2.586
H 5.147 -2.300 2.712
H 2.888 -2.016 1.716
H 1.427 -0.836 0.283
H 1.110 0.284 2.585
H -0.763 1.316 3.312
H -4.158 2.863 2.580
H -4.209 3.428 5.103
H -4.325 2.488 7.380
H -3.534 0.179 7.813
H -2.667 -1.183 5.934
H -2.592 -0.248 3.657
S -1.123 6.100 -2.510
C -0.744 4.479 -2.322
S 0.688 3.928 -1.517
S -1.793 3.208 -2.884
Br 1.840 1.595 -3.826
C 2.317 -0.219 -4.145
C 3.277 -0.453 -5.084
C 3.696 -1.780 -5.323
C 3.147 -2.803 -4.608
C 2.148 -2.561 -3.630
C 1.594 -3.628 -2.882
C 0.625 -3.370 -1.957
C 0.163 -2.048 -1.752
C 0.652 -0.946 -2.426
C 1.685 -1.236 -3.377
H 3.717 0.371 -5.630
H 4.457 -1.973 -6.069
H 3.470 -3.825 -4.777
H 1.948 -4.638 -3.062
H 0.193 -4.185 -1.384
H -0.639 -1.920 -1.027
Cl -2.921 -0.676 0.499
C -3.241 -0.785 -1.225
C -2.372 -0.150 -2.101
C -2.654 -0.388 -3.444
Cl -1.549 0.246 -4.633
C -3.738 -1.135 -3.897
Cl -4.029 -1.364 -5.591
C -4.602 -1.709 -2.971
Cl -5.979 -2.623 -3.497
C -4.344 -1.544 -1.616
Cl -5.401 -2.278 -0.449
*
```

---

Version 2
Here is a structure of composition C33H20Br2Cl5N2O2S3Y from the Open Molecules 2025 dataset. Energies are from ωB97M-V/def2-TZVPD.

Summary:
LUMO level ... 3.880 eV
Kohn-Sham gap ... 5.2 eV
HOMO level ... -1.33 eV

Structure (ORCA input):
```
! wB97M-V def2-TZVPD RIJCOSX def2/J DEFGRID3
* xyz -2 1
Y 0.765 -0.120 1.168
O -0.559 3.741 -1.260
C -0.025 3.553 -2.466
C -0.121 4.563 -3.430
C 0.377 4.376 -4.701
C 0.990 3.182 -5.043
C 1.125 2.193 -4.085
C 0.635 2.361 -2.800
C 0.836 1.270 -1.753
O 0.375 1.538 -0.518
N 0.191 0.050 -2.292
N -0.135 -0.954 -1.509
C -0.678 -2.002 -2.038
C -1.190 -3.100 -1.289
Br -0.943 -2.903 0.603
C -1.773 -4.165 -1.899
C -2.525 -5.282 -1.389
C -3.260 -5.281 -0.197
C -4.083 -6.343 0.124
C -4.178 -7.451 -0.707
C -3.426 -7.486 -1.873
C -2.628 -6.415 -2.211
H -0.295 2.898 -0.731
H -0.619 5.478 -3.149
H 0.298 5.170 -5.432
H 1.361 3.028 -6.047
H 1.624 1.268 -4.345
H 1.940 1.054 -1.730
H 0.022 -0.021 -3.296
H -0.835 -2.035 -3.126
H -1.672 -4.178 -2.981
H -3.216 -4.433 0.466
H -4.673 -6.301 1.030
H -4.835 -8.274 -0.456
H -3.477 -8.348 -2.527
H -2.064 -6.439 -3.134
S 1.134 -4.015 4.457
C 0.965 -2.659 3.507
S -0.498 -1.786 3.452
S 2.278 -2.088 2.556
Br -2.324 0.664 0.761
C -2.075 2.229 1.868
C -3.060 3.177 1.787
C -3.049 4.265 2.666
C -2.083 4.344 3.627
C -1.058 3.381 3.712
C -0.103 3.455 4.744
C 0.853 2.484 4.857
C 0.946 1.474 3.891
C 0.086 1.364 2.805
C -0.993 2.298 2.775
H -3.851 3.071 1.061
H -3.832 5.006 2.596
H -2.100 5.143 4.357
H -0.142 4.287 5.438
H 1.567 2.508 5.670
H 1.749 0.749 4.011
Cl 2.827 -1.713 -0.832
C 3.775 -0.451 -0.121
C 3.048 0.482 0.616
C 3.810 1.521 1.145
Cl 2.963 2.756 2.000
C 5.191 1.608 1.016
Cl 6.080 2.903 1.735
C 5.863 0.628 0.295
Cl 7.573 0.702 0.123
C 5.149 -0.407 -0.302
Cl 5.979 -1.576 -1.253
*
```

---

Version 3
Here is a structure of composition C33H20Br2Cl5N2O2S3Y from the Open Molecules 2025 dataset. Energies are from ωB97M-V/def2-TZVPD.

Summary:
LUMO level ... 3.928 eV
Kohn-Sham gap ... 5.4 eV
HOMO level ... -1.42 eV

Structure (ORCA input):
```
! wB97M-V def2-TZVPD RIJCOSX def2/J DEFGRID3
* xyz -2 1
Y 0.696 -0.125 1.151
O -0.553 3.754 -1.227
C -0.001 3.584 -2.432
C -0.098 4.610 -3.378
C 0.429 4.455 -4.647
C 1.077 3.278 -5.001
C 1.199 2.268 -4.057
C 0.671 2.399 -2.780
C 0.843 1.283 -1.757
O 0.372 1.552 -0.520
N 0.157 0.089 -2.322
N -0.201 -0.907 -1.547
C -0.760 -1.934 -2.084
C -1.279 -3.045 -1.331
Br -1.070 -2.865 0.557
C -1.850 -4.099 -1.939
C -2.526 -5.274 -1.402
C -3.121 -5.337 -0.138
C -3.820 -6.465 0.260
C -3.937 -7.565 -0.579
C -3.339 -7.525 -1.832
C -2.652 -6.395 -2.235
H -0.299 2.921 -0.698
H -0.609 5.519 -3.086
H 0.349 5.264 -5.365
H 1.489 3.154 -5.995
H 1.733 1.358 -4.317
H 1.925 1.043 -1.726
H -0.008 0.030 -3.317
H -0.903 -1.964 -3.168
H -1.807 -4.073 -3.026
H -3.044 -4.498 0.539
H -4.283 -6.483 1.238
H -4.489 -8.441 -0.263
H -3.409 -8.379 -2.495
H -2.192 -6.367 -3.217
S 0.956 -4.037 4.461
C 0.817 -2.683 3.485
S -0.636 -1.773 3.389
S 2.154 -2.128 2.539
Br -2.368 0.739 0.734
C -2.104 2.292 1.840
C -3.069 3.255 1.750
C -3.042 4.349 2.634
C -2.083 4.407 3.604
C -1.081 3.414 3.702
C -0.135 3.452 4.750
C 0.795 2.457 4.864
C 0.876 1.448 3.887
C 0.031 1.372 2.794
C -1.025 2.335 2.762
H -3.857 3.163 1.015
H -3.806 5.113 2.556
H -2.084 5.214 4.331
H -0.171 4.273 5.460
H 1.499 2.456 5.689
H 1.660 0.702 4.007
Cl 2.737 -1.779 -0.850
C 3.709 -0.536 -0.119
C 3.012 0.423 0.613
C 3.815 1.456 1.102
Cl 3.047 2.827 1.833
C 5.200 1.494 0.957
Cl 6.130 2.800 1.605
C 5.840 0.476 0.259
Cl 7.555 0.502 0.056
C 5.083 -0.540 -0.313
Cl 5.852 -1.761 -1.262
*
```

---

Going by the computed energies, the most stable comes first: version 1, version 3, version 2.

---

Version 1
Here is a structure of composition C3H8N2OS from the Open Molecules 2025 dataset. Energies are from ωB97M-V/def2-TZVPD.

Summary:
LUMO level ... 0.705 eV
Kohn-Sham gap ... 9.6 eV
HOMO level ... -8.90 eV

Structure (ORCA input):
```
! wB97M-V def2-TZVPD RIJCOSX def2/J DEFGRID3
* xyz 0 1
C -1.051 -1.324 0.656
C 0.024 -0.149 1.064
C -2.023 -0.498 -0.092
N 2.305 1.884 -1.348
N 3.033 0.885 -1.305
O -0.453 1.136 0.728
S -1.160 0.860 -0.785
H -0.453 -2.006 -0.017
H -1.336 -1.756 1.646
H 0.346 -0.220 2.076
H 0.884 -0.348 0.439
H -2.485 -1.157 -0.817
H -2.964 -0.228 0.562
H 1.327 1.754 -1.191
H 4.006 1.167 -1.616
*
```

---

Version 2
Here is a structure of composition C3H8N2OS from the Open Molecules 2025 dataset. Energies are from ωB97M-V/def2-TZVPD.

Summary:
LUMO level ... 0.467 eV
Kohn-Sham gap ... 9.1 eV
HOMO level ... -8.67 eV

Structure (ORCA input):
```
! wB97M-V def2-TZVPD RIJCOSX def2/J DEFGRID3
* xyz 0 1
C 0.359 0.420 0.419
C -0.679 -0.634 0.993
C 1.775 -0.048 0.167
H -2.160 0.989 -0.033
H -1.717 2.376 -1.086
H -0.022 -1.814 1.004
H -0.940 -0.050 2.124
H -1.134 -1.731 -1.321
H 2.044 0.941 -0.588
H 2.499 -0.080 1.109
H 1.665 -1.090 -1.471
N -1.424 1.805 -0.325
N -0.083 1.474 -0.184
O 1.807 -1.260 -0.595
S -1.989 -1.297 -0.215
*
```

---

Version 3
Here is the molecule C3H8N2OS from the Open Molecules 2025 dataset. Energies are from ωB97M-V/def2-TZVPD.

Summary:
LUMO level ... 0.888 eV
SMILES string ... CO[C@@H]1NNCS1
Kohn-Sham gap ... 9.5 eV
HOMO level ... -8.65 eV

Structure (ORCA input):
```
! wB97M-V def2-TZVPD RIJCOSX def2/J DEFGRID3
* xyz 0 1
C -2.226 0.321 -0.627
C 0.177 -0.123 0.348
C 2.520 0.046 -0.033
N -2.081 -0.850 0.157
N -0.801 -1.248 0.246
O 1.241 -0.261 -0.485
S -0.910 1.434 0.111
H -1.800 0.271 -1.624
H -3.081 0.996 -0.460
H 0.595 -0.129 1.419
H 2.851 -0.865 0.532
H 2.708 0.938 0.498
H 3.197 0.341 -0.930
H -2.466 -0.570 1.052
H -0.631 -1.712 -0.771
*
```

---

Going by the computed energies, the most stable comes first: version 3, version 1, version 2.